# C5H13NO

C5H13NO in the gas phase in a non-equilibrium geometry (ωB97M-V with the def2-TZVPD basis set, OMol25).

Properties
- Calculated total energy: -8930.6404 eV
- M: 103.16 g mol⁻¹
- Energy relative to the best compared isomer or geometry (same formula, charge and spin): 325.2 kJ/mol
- SMILES string: CNCC[C@@H](C)O
- HOMO-LUMO gap: 9.761 eV

```
! wB97M-V def2-TZVPD RIJCOSX def2/J DEFGRID3
* xyz 0 1
H -3.149 0.576 -1.053
H 0.114 -0.402 2.297
H -1.017 -0.432 -0.990
H 2.762 -1.887 1.248
H 1.663 0.135 -1.419
H -2.063 0.649 0.848
O 2.138 -1.349 1.640
H 1.014 -1.683 -0.197
H 2.452 0.857 0.082
C -0.926 0.647 0.705
C 2.078 0.018 -0.445
C 1.268 -1.002 0.502
C -0.154 -0.550 1.200
H -0.972 -1.302 0.985
H 3.009 -0.621 -0.422
N -0.949 0.609 -0.774
H -2.284 2.152 -1.193
H -2.092 0.845 -2.489
H -0.572 1.641 0.929
C -2.321 1.098 -1.454
*
```

Results of the natural (NBO) charge analysis, in e, for atoms 1 through 5: H 0.175; H 0.238; H 0.316; H 0.459; H 0.228